The following is a DFT calculation (ωB97M-V/def2-TZVPD) of a structure of composition C37H37F3O2P2Pt at a distorted geometry.

```
82
Properties=species:S:1:pos:R:3:lowdin_charge:R:1
Pt 0.05 0.09 0.07 1.331
C -2.00 -0.10 0.86 -0.256
C -2.02 -0.45 -0.52 -0.242
C -2.56 0.48 -1.58 -0.183
C -1.49 1.33 -2.32 -0.176
C -0.33 1.69 -1.44 -0.225
C -0.48 2.17 -0.11 -0.256
C -1.81 2.44 0.56 -0.175
C -2.41 1.26 1.37 -0.186
C 2.01 0.21 -0.36 -0.298
H -2.09 -0.92 1.59 0.117
H -2.04 -1.52 -0.74 0.106
H -3.29 1.17 -1.14 0.104
H -3.10 -0.11 -2.32 0.113
H -1.12 0.78 -3.20 0.097
H -1.96 2.24 -2.72 0.129
H 0.60 1.94 -1.95 0.113
H 0.37 2.75 0.27 0.115
H -2.54 2.81 -0.16 0.106
H -1.64 3.26 1.27 0.119
H -2.09 1.34 2.41 0.112
H -3.51 1.35 1.40 0.123
H 2.57 -0.35 0.40 0.005
H 2.29 1.27 -0.35 0.005
H 2.16 -0.22 -1.37 0.003
P 0.13 -2.39 -9.44 1.010
P 2.15 0.45 -9.71 1.004
C -0.37 -0.77 -10.10 -0.333
C 0.39 0.36 -10.08 -0.353
C -0.76 -3.56 -10.54 -0.409
C -1.94 -3.21 -11.22 -0.105
C -2.59 -4.15 -12.03 -0.086
C -2.07 -5.44 -12.17 -0.086
C -0.89 -5.79 -11.50 -0.087
C -0.23 -4.85 -10.70 -0.107
C -0.87 -2.49 -7.89 -0.363
C -0.49 -1.63 -6.85 -0.106
C -1.22 -1.60 -5.66 -0.087
C -2.35 -2.42 -5.51 -0.093
C -2.72 -3.29 -6.54 -0.087
C -1.97 -3.35 -7.72 -0.084
C 2.74 1.26 -11.28 -0.365
C 2.72 0.46 -12.43 -0.113
C 3.09 0.99 -13.67 -0.089
C 3.48 2.33 -13.78 -0.094
C 3.52 3.13 -12.63 -0.089
C 3.18 2.59 -11.38 -0.085
C 2.22 1.87 -8.55 -0.418
C 3.34 1.95 -7.69 -0.108
C 3.46 3.02 -6.81 -0.090
C 2.46 4.01 -6.77 -0.088
C 1.36 3.93 -7.62 -0.085
C 1.23 2.85 -8.49 -0.103
H -1.38 -0.70 -10.50 0.057
H -0.07 1.30 -10.41 0.069
H -2.36 -2.21 -11.11 0.087
H -3.50 -3.86 -12.55 0.103
H -2.58 -6.16 -12.81 0.103
H -0.49 -6.80 -11.60 0.103
H 0.70 -5.12 -10.18 0.101
H 0.38 -0.97 -6.97 0.097
H -0.91 -0.94 -4.85 0.084
H -2.93 -2.38 -4.58 0.096
H -3.60 -3.92 -6.43 0.104
H -2.24 -4.06 -8.50 0.100
H 2.40 -0.59 -12.36 0.100
H 3.06 0.35 -14.56 0.101
H 3.76 2.74 -14.75 0.102
H 3.81 4.18 -12.71 0.103
H 3.24 3.22 -10.49 0.098
H 4.11 1.17 -7.73 0.102
H 4.33 3.10 -6.16 0.104
H 2.55 4.85 -6.07 0.101
H 0.59 4.70 -7.60 0.102
H 0.35 2.77 -9.13 0.090
F -0.05 -0.67 5.13 0.126
C 0.88 -0.01 4.39 -0.475
F 0.83 1.31 4.72 0.126
F 2.11 -0.49 4.74 0.128
C 0.61 -0.27 2.85 -0.532
O 0.43 -1.44 2.50 0.028
O 0.59 0.78 2.09 -0.108
```

## Properties
Expectation value of S²   2.01
Energy above the lowest of the compared OMol25 structures with the same formula, charge and spin   0.0 kJ/mol
Spin multiplicity   3
LUMO (spin up / spin down)   0.3 / -2.1 eV
Charge   0
Orbital gap (spin up / spin down)   7.40 / 5.97 eV
HOMO (spin up / spin down)   -7.122 / -8.028 eV
E   -2684.0678 Ha